1.
{
  "formula": "C3H8S2",
  "method": "ωB97M-V with the def2-TZVPD basis set",
  "lumo_ev": 0.827,
  "smiles": "CCSSC",
  "e_homo_ha": -0.3091,
  "charge": 0,
  "largest_force_ev_per_a": 3.62,
  "orbital_gap_ev": 9.24,
  "relative_energy_kj_mol": 94.8,
  "multiplicity": 1,
  "energy_ha": -915.44088,
  "elements": ["C", "C", "S", "S", "C", "H", "H", "H", "H", "H", "H", "H", "H"],
  "positions_angstrom": [[-2.86118, -0.15878, 0.03278], [-1.68300, 0.69427, -0.36414], [-0.16141, -0.43118, -0.69212], [1.53963, 0.49956, 0.00962], [1.92872, -0.58057, 1.35325], [-3.70036, 0.48480, 0.37131], [-2.75351, -0.81242, 0.99106], [-3.20107, -0.86781, -0.73349], [-1.92405, 1.30903, -1.30665], [-1.17270, 1.30035, 0.43781], [2.36967, 0.06372, 2.19693], [1.24524, -1.19446, 1.90213], [2.77801, -1.10690, 0.92956]],
  "forces_ev_per_a": [[-0.9, -0.9, 2.5], [2.0, 0.3, -0.4], [-0.8, 0.2, -0.8], [-1.8, 0.4, -0.5], [2.7, 1.4, 1.9], [0.2, -0.2, -0.7], [0.6, 1.1, -1.6], [0.1, 0.5, 0.0], [0.6, -0.9, 1.5], [-1.4, -0.2, -0.7], [-0.4, -0.6, -1.2], [-0.9, -0.4, -0.6], [-0.1, -0.8, 0.6]],
  "mulliken_charge": [-0.986, -0.319, -0.127, -0.095, -0.770, 0.312, 0.276, 0.296, 0.260, 0.288, 0.259, 0.332, 0.276]
}

2.
{
  "formula": "C9H18NO4P",
  "method": "ωB97M-V with the def2-TZVPD basis set",
  "lumo_ev": [0.933, -0.810],
  "e_homo_ha": [-0.2913, -0.3654],
  "charge": 0,
  "largest_force_ev_per_a": 5.56,
  "orbital_gap_ev": [8.86, 9.13],
  "relative_energy_kj_mol": 0.0,
  "multiplicity": 3,
  "energy_ha": -1050.63069,
  "elements": ["C", "C", "C", "C", "C", "C", "C", "C", "C", "N", "O", "O", "O", "O", "P", "H", "H", "H", "H", "H", "H", "H", "H", "H", "H", "H", "H", "H", "H", "H", "H", "H", "H"],
  "positions_angstrom": [[2.65463, -1.12889, -1.18537], [2.26664, -1.59216, 0.21325], [3.26542, 0.27787, -1.00998], [0.94749, -1.31172, 0.62716], [0.43537, -1.62864, 2.00061], [-3.91300, -0.49008, -0.47126], [-1.10230, 3.28214, 0.84815], [-2.62499, -1.19682, -1.07028], [-0.30629, 2.14606, 0.28606], [2.69374, 1.24687, -0.18324], [0.02050, 0.16716, -1.67388], [3.77752, 0.53357, 0.23086], [-1.57871, -1.17859, -0.13658], [-0.82610, 0.86455, 0.64006], [-0.24182, -0.28714, -0.33942], [3.40138, -1.66518, -1.72807], [1.69857, -1.15762, -1.81838], [2.37504, -2.63733, 0.36698], [3.04293, -1.15182, 0.85319], [3.71822, 0.67588, -1.91866], [0.56448, -2.64736, 2.16465], [-0.61817, -1.31474, 2.05394], [0.98305, -1.09964, 2.67150], [-3.57728, 0.37833, 0.06704], [-4.63962, -0.34607, -1.27409], [-4.32213, -1.26244, 0.23179], [-0.86108, 3.46315, 1.89393], [-0.57283, 4.26394, 0.45617], [-2.12030, 3.20436, 0.82795], [-2.27842, -0.48048, -1.93340], [-2.79260, -2.17624, -1.36514], [0.79068, 2.03420, 0.53149], [-0.26003, 2.21488, -0.85703]],
  "forces_ev_per_a": [[-1.8, 1.1, -0.3], [2.5, -0.5, -0.7], [-1.7, -1.2, -2.9], [-3.5, 2.4, -0.4], [-1.8, 0.5, -3.0], [1.0, -3.0, 0.0], [4.9, 2.4, 0.9], [-0.2, 5.1, -1.1], [1.8, -0.2, -1.9], [-0.7, 0.5, 0.5], [0.8, 0.5, -2.4], [2.0, 1.1, 1.2], [1.1, -1.1, 0.3], [0.3, 0.1, -0.4], [-2.3, -1.9, 4.0], [0.5, -0.9, 0.1], [1.7, 0.5, 0.5], [0.5, -1.4, -0.2], [-0.5, -0.4, 0.6], [0.6, 0.0, 0.3], [0.0, -2.0, 0.6], [0.4, -0.4, 0.3], [1.7, 1.6, 2.3], [-0.2, 0.5, 0.0], [0.1, 0.4, 0.2], [0.0, 1.0, -0.3], [0.0, -0.6, 0.5], [-1.8, -1.7, 0.0], [-2.6, 0.0, -0.9], [-0.7, -1.8, 1.0], [-0.4, -1.8, -0.8], [-1.2, 1.3, 0.3], [-0.4, 0.0, 1.5]],
  "mulliken_spin": [0.053, 0.020, -0.052, 0.691, -0.012, 0.002, 0.002, 0.003, 0.017, 0.824, 0.009, 0.166, 0.012, 0.016, 0.083, -0.001, -0.009, 0.051, 0.071, 0.017, 0.017, 0.000, 0.023, 0.000, 0.000, 0.000, 0.000, 0.000, 0.000, -0.001, 0.000, -0.004, -0.001]
}

3.
{
  "formula": "H2NO3S",
  "method": "ωB97M-V with the def2-TZVPD basis set",
  "lumo_ev": 4.116,
  "smiles": "NS(=O)(=O)[O-]",
  "e_homo_ha": -0.1777,
  "charge": -1,
  "largest_force_ev_per_a": 4.05,
  "orbital_gap_ev": 8.95,
  "relative_energy_kj_mol": 63.3,
  "multiplicity": 1,
  "energy_ha": -679.92169,
  "elements": ["N", "S", "O", "O", "O", "H", "H"],
  "positions_angstrom": [[-1.00743, 0.31799, 0.24208], [0.62227, 0.05823, -0.07713], [1.30673, 0.32441, 1.24465], [0.57922, -1.42800, -0.51502], [1.01073, 1.05280, -1.07294], [-1.51776, 0.12909, -0.62028], [-0.99376, -0.45454, 0.79865]],
  "forces_ev_per_a": [[0.3, 2.8, -1.4], [2.2, -1.2, 0.5], [-1.5, -1.2, -2.3], [0.7, 3.5, 0.9], [-0.2, -0.9, -0.2], [0.2, -0.2, 0.2], [-1.7, -2.8, 2.3]],
  "mulliken_charge": [-0.613, 1.068, -0.660, -0.694, -0.651, 0.266, 0.284]
}

4.
{
  "formula": "C6H29NO7S",
  "method": "ωB97M-V with the def2-TZVPD basis set",
  "lumo_ev": -0.081,
  "smiles": "CN(C)CCCCS.O.O.O.O.O.O.O",
  "e_homo_ha": -0.3213,
  "charge": 0,
  "largest_force_ev_per_a": 2.00,
  "orbital_gap_ev": 8.66,
  "relative_energy_kj_mol": 143.8,
  "multiplicity": 1,
  "energy_ha": -1225.57276,
  "elements": ["C", "N", "C", "C", "C", "C", "C", "S", "H", "H", "H", "H", "H", "H", "H", "H", "H", "H", "H", "H", "H", "H", "H", "O", "H", "H", "O", "H", "H", "O", "H", "H", "O", "H", "H", "O", "H", "H", "O", "H", "H", "O", "H", "H"],
  "positions_angstrom": [[-2.35899, -0.66264, 2.75186], [-1.38387, 0.31222, 2.28738], [-1.32927, 1.48930, 3.17319], [-0.07278, -0.21664, 1.98002], [0.14643, -0.84732, 0.53870], [-1.03046, -1.64393, -0.02112], [-1.19862, -3.08287, 0.42029], [0.05305, -4.16199, -0.38445], [-3.14378, -0.20445, 3.34851], [-1.92048, -1.43758, 3.39308], [-2.85994, -1.16085, 1.92538], [-2.28076, 1.57776, 3.68806], [-0.46340, 1.55354, 3.82828], [-1.35121, 2.39091, 2.55178], [0.25888, -1.04684, 2.61848], [0.63006, 0.60850, 2.10776], [1.03897, -1.45313, 0.70059], [0.35179, 0.03024, -0.07418], [-0.91065, -1.57191, -1.10512], [-1.91442, -1.02807, 0.18158], [-1.25980, -3.21647, 1.48957], [-2.10417, -3.48602, -0.02934], [1.12489, -3.69556, 0.26742], [0.58260, 4.20056, -1.57581], [0.72693, 3.43719, -2.13965], [-0.14851, 4.01822, -0.96939], [2.67846, 3.04225, 0.16572], [2.91050, 2.10002, 0.13648], [1.94085, 3.08032, -0.46679], [-2.70118, 1.04560, -2.53697], [-3.54535, 1.51810, -2.46153], [-2.98572, 0.15751, -2.78011], [2.73334, -0.15631, -2.00065], [3.46690, -0.70538, -1.69142], [3.17916, 0.69251, -2.11444], [3.16450, 0.37420, 0.88639], [3.45156, 0.87218, 1.65884], [3.90472, -0.04896, 0.45094], [-0.89912, 2.46681, 0.05730], [-0.95250, 1.81834, 0.76663], [-1.49423, 2.24880, -0.66452], [0.35266, -0.05746, -3.57325], [-0.20170, 0.43137, -2.95055], [1.17346, -0.32109, -3.13095]],
  "forces_ev_per_a": [[-0.1, -0.4, 0.0], [-0.3, 0.3, 0.5], [-0.6, 0.5, -1.0], [0.4, -1.1, -0.9], [-0.4, 1.0, 1.7], [0.2, 1.3, -0.3], [0.2, -0.1, -1.1], [-0.1, 0.0, 0.5], [0.0, 0.2, -0.1], [0.2, -0.1, 0.0], [0.0, -0.1, -0.1], [0.2, -0.2, 0.5], [0.0, -0.3, 0.3], [0.5, 0.1, 0.1], [-0.3, 0.3, 0.8], [0.2, -0.2, -0.2], [0.1, 0.1, -0.6], [0.2, -0.4, -0.5], [-0.1, -0.5, -0.1], [-0.1, -0.3, 0.0], [0.2, -0.1, 0.3], [-0.2, 0.0, 0.2], [0.1, 0.0, 0.0], [0.3, 0.5, -0.1], [-0.4, -0.1, 0.0], [0.3, -0.4, -0.1], [-0.1, -0.6, -0.5], [-0.1, 0.2, 0.2], [0.1, 0.6, 0.4], [-0.5, 0.1, 0.1], [0.4, 0.0, 0.0], [0.3, -0.1, 0.0], [0.8, 0.1, 0.1], [-0.4, -0.3, -0.2], [-0.3, 0.2, -0.1], [-0.6, 0.0, 0.0], [0.4, -0.2, 0.0], [0.4, 0.1, 0.4], [0.4, 0.7, -0.2], [-0.5, -0.4, -0.3], [-0.2, -0.6, 0.2], [-0.2, 0.0, -0.2], [0.3, -0.2, 0.0], [-0.3, 0.2, 0.2]],
  "mulliken_charge": [-1.055, 0.103, -0.974, -1.184, 0.257, -0.661, -0.839, -0.199, 0.353, 0.321, 0.287, 0.410, 0.296, 0.294, 0.369, 0.525, 0.110, 0.137, 0.371, 0.312, 0.317, 0.387, 0.089, -0.681, 0.316, 0.368, -0.663, 0.381, 0.333, -0.571, 0.276, 0.307, -0.640, 0.279, 0.310, -0.510, 0.292, 0.210, -0.620, 0.285, 0.314, -0.638, 0.253, 0.373]
}